1.
Molecular formula: C4H9NO
Method: DFT, ωB97M-V/def2-TZVPD

Output
* HOMO-LUMO gap: 10.589 eV
* ΔE to the lowest compared entry with this formula, charge and spin: 237.2 kJ/mol
* HOMO: -0.359 Ha
* SMILES string: C=NC.CC=O
* DFT total energy: -7829.8611 eV

The geometry in ORCA input format:
```
! wB97M-V def2-TZVPD RIJCOSX def2/J DEFGRID3
* xyz 0 1
C 1.56 -2.92 0.96
N 0.53 -3.35 1.56
C -0.73 -3.38 0.83
H 2.42 -2.92 1.62
H 1.68 -2.65 -0.09
H -1.15 -4.35 0.99
H -0.64 -3.13 -0.23
H -1.42 -2.66 1.27
C -0.67 3.21 -1.35
C 0.15 4.19 -0.55
O 1.21 3.94 -0.04
H -1.69 3.55 -1.33
H -0.56 2.22 -0.92
H -0.35 3.08 -2.39
H -0.35 5.16 -0.34
*
```


2.
Molecular formula: C4H9NO
Method: DFT, ωB97M-V/def2-TZVPD

Output
* HOMO-LUMO gap: 8.336 eV
* ΔE to the lowest compared entry with this formula, charge and spin: 502.8 kJ/mol
* HOMO: -0.321 Ha
* DFT total energy: -7827.1092 eV

The geometry in ORCA input format:
```
! wB97M-V def2-TZVPD RIJCOSX def2/J DEFGRID3
* xyz 0 1
C 0.71 -1.10 1.28
C 1.15 0.24 0.77
C 0.28 1.28 0.59
N -1.58 0.11 -0.73
C -1.15 0.00 -1.94
O 0.02 0.42 -2.28
H 1.46 -1.82 0.96
H 0.63 -1.16 2.37
H -0.25 -1.41 0.88
H 0.88 0.14 -0.85
H 2.16 0.57 1.06
H 0.65 2.22 0.20
H -0.71 1.35 1.01
H -2.47 -0.36 -0.61
H -1.77 -0.51 -2.72
*
```


3.
Molecular formula: C4H9NO
Method: DFT, ωB97M-V/def2-TZVPD

Output
* HOMO-LUMO gap (alpha / beta): 7.632 / 7.630 eV
* ΔE to the lowest compared entry with this formula, charge and spin: 522.0 kJ/mol
* HOMO (alpha / beta): -0.302 / -0.302 Ha
* DFT total energy: -7826.9097 eV

The geometry in ORCA input format:
```
! wB97M-V def2-TZVPD RIJCOSX def2/J DEFGRID3
* xyz 0 1
C -1.13 1.12 -0.12
N -0.57 -0.08 0.04
C -1.43 -1.25 0.17
C 0.81 -0.27 -0.37
O 1.07 -1.34 -0.93
C 1.95 0.40 0.45
H -1.95 1.33 0.57
H 0.59 1.15 -0.86
H -1.11 1.72 -1.02
H -1.64 -1.61 -0.84
H -2.38 -0.94 0.63
H -0.95 -2.05 0.73
H 2.52 -0.39 0.94
H 1.62 1.16 1.16
H 2.62 0.87 -0.28
*
```


4.
Molecular formula: C4H9NO
Method: DFT, ωB97M-V/def2-TZVPD

Output
* HOMO-LUMO gap: 9.671 eV
* ΔE to the lowest compared entry with this formula, charge and spin: 309.8 kJ/mol
* HOMO: -0.328 Ha
* SMILES string: C=CN.CC=O
* DFT total energy: -7829.1094 eV

The geometry in ORCA input format:
```
! wB97M-V def2-TZVPD RIJCOSX def2/J DEFGRID3
* xyz 0 1
C 1.70 0.32 -0.96
C 0.99 -0.58 -0.28
N 1.36 -0.71 1.09
H 2.08 1.17 -0.40
H 2.07 0.09 -1.95
H 0.46 -1.40 -0.78
H 0.63 -0.51 1.76
H 1.66 -1.67 1.13
C -1.91 0.22 -0.44
C -1.00 0.75 0.62
O -0.89 0.25 1.72
H -2.84 0.77 -0.24
H -1.57 0.47 -1.44
H -2.10 -0.85 -0.32
H -0.61 1.76 0.42
*
```